Record 1
A cluster of 2 separate species, C3H4I2O in total. Source: the Open Molecules 2025 dataset; level of theory: the ωB97M-V functional and the def2-TZVPD basis.

XYZ file:
```
10
Properties=species:S:1:pos:R:3
C 1.211 0.199 0.639
C 0.689 -0.438 -0.561
C -1.488 -0.168 -0.127
O 1.129 -0.182 1.771
I 2.512 1.813 0.074
I -1.953 1.883 0.350
H 0.942 -0.165 -1.553
H 0.257 -1.437 -0.347
H -1.796 -0.647 -1.065
H -1.503 -0.858 0.818
```

The HOMO energy (alpha / beta) comes out at -0.3417 / -0.3417 hartree. The energy above the lowest of the compared OMol25 structures with the same formula, charge and spin comes out at 2.5282 eV.

For reference, the natural (NBO) charges in units of e are:
1. C 0.423
2. C -0.490
3. C -0.523
4. O -0.524
5. I -0.001
6. I 0.195
7. H 0.239
8. H 0.239
9. H 0.209
10. H 0.233

=====

Record 2
A cluster of 2 separate species, C3H4IN in total. Source: the Open Molecules 2025 dataset; level of theory: the ωB97M-V functional and the def2-TZVPD basis.

XYZ file:
```
9
Properties=species:S:1:pos:R:3
C -0.739 0.396 -1.343
C -0.158 -0.371 0.952
C 0.244 0.246 -0.360
N -1.602 0.595 -2.073
I 1.528 1.932 -0.233
H -0.804 -1.229 0.770
H 0.722 -0.707 1.497
H -0.694 0.341 1.583
H 1.503 -1.201 -0.792
```

The HOMO energy (alpha / beta) comes out at -0.3602 / -0.3450 hartree. The energy above the lowest of the compared OMol25 structures with the same formula, charge and spin comes out at 2.9153 eV.

For reference, the natural (NBO) charges in units of e are:
1. C 0.155
2. C -0.665
3. C -0.284
4. N -0.245
5. I 0.221
6. H 0.235
7. H 0.233
8. H 0.223
9. H 0.127

=====

Record 3
A cluster of 2 separate species, C3H4IN in total. Source: the Open Molecules 2025 dataset; level of theory: the ωB97M-V functional and the def2-TZVPD basis.

XYZ file:
```
9
Properties=species:S:1:pos:R:3
C -0.553 -0.095 1.453
C 0.225 -0.756 -0.792
C 0.139 0.305 0.302
N -1.218 -0.267 2.375
I 1.788 1.659 0.442
H 0.940 -0.284 -1.558
H 0.626 -1.662 -0.490
H -0.742 -1.038 -1.033
H -1.206 2.138 -0.698
```

The HOMO energy (alpha / beta) comes out at -0.3735 / -0.3319 hartree. The energy above the lowest of the compared OMol25 structures with the same formula, charge and spin comes out at 4.0399 eV.

For reference, the natural (NBO) charges in units of e are:
1. C 0.138
2. C -0.673
3. C -0.161
4. N -0.248
5. I 0.214
6. H 0.231
7. H 0.231
8. H 0.237
9. H 0.032

=====

Record 4
A cluster of 2 separate species, C3H4IN in total. Source: the Open Molecules 2025 dataset; level of theory: the ωB97M-V functional and the def2-TZVPD basis.

XYZ file:
```
9
Properties=species:S:1:pos:R:3
C 1.727 1.172 0.981
C 1.127 0.767 0.025
N 0.385 0.355 -0.970
C -0.670 1.039 -1.005
H 2.359 1.325 1.776
H -0.894 1.830 -0.374
H -1.426 0.778 -1.609
I -1.816 -3.057 0.826
H -0.793 -4.208 0.350
```

The HOMO energy comes out at -0.3570 hartree. The energy above the lowest of the compared OMol25 structures with the same formula, charge and spin comes out at 2.5931 eV.

For reference, the natural (NBO) charges in units of e are:
1. C -0.295
2. C 0.137
3. N -0.406
4. C 0.024
5. H 0.228
6. H 0.154
7. H 0.158
8. I -0.105
9. H 0.105

=====

Record 5
A structure of composition C3H4IN2O5S. Source: the Open Molecules 2025 dataset; level of theory: the ωB97M-V functional and the def2-TZVPD basis.

XYZ file:
```
16
Properties=species:S:1:pos:R:3
C 0.156 1.662 -0.141
C 0.617 -1.301 -1.713
C 0.729 0.382 0.004
N -1.277 1.777 -0.073
N 1.213 -2.139 -1.084
O 0.735 -1.729 1.648
O 0.621 2.698 -0.579
O 0.012 -0.641 -2.461
O -1.359 -1.282 0.477
O -0.658 0.164 2.300
S -0.032 -0.614 1.261
I 2.774 0.499 0.539
H -1.638 1.442 0.778
H -1.646 2.670 -0.379
H -1.252 -1.193 -0.445
H 1.004 -2.396 -0.133
```

Its total charge is -1. The HOMO energy comes out at -0.1682 hartree. The energy above the lowest of the compared OMol25 structures with the same formula, charge and spin comes out at 1.0435 eV.

For reference, the natural (NBO) charges in units of e are:
1. C 0.569
2. C 0.858
3. C -0.823
4. N -0.880
5. N -0.806
6. O -0.962
7. O -0.662
8. O -0.551
9. O -0.903
10. O -0.967
11. S 2.329
12. I 0.107
13. H 0.381
14. H 0.380
15. H 0.491
16. H 0.437

=====

Record 6
An isolated molecule of C3H4IN2OP. Source: the Open Molecules 2025 dataset; level of theory: the ωB97M-V functional and the def2-TZVPD basis.

XYZ file:
```
12
Properties=species:S:1:pos:R:3
C 1.139 -0.037 -1.258
C 0.416 -1.192 -0.789
C 0.469 1.139 -1.259
N -0.774 -1.006 -0.290
N -1.468 1.394 0.628
O -1.486 -1.954 0.178
P -1.249 0.697 -0.872
I 1.352 2.917 -1.685
H 2.127 -0.196 -1.554
H 0.872 -2.259 -0.761
H -1.005 2.293 0.728
H -2.472 1.621 0.706
```

The HOMO energy (alpha / beta) comes out at -0.3002 / -0.3002 hartree. The energy above the lowest of the compared OMol25 structures with the same formula, charge and spin comes out at 0.0000 eV.

For reference, the natural (NBO) charges in units of e are:
1. C -0.231
2. C -0.069
3. C -0.603
4. N -0.082
5. N -1.131
6. O -0.494
7. P 1.139
8. I 0.232
9. H 0.226
10. H 0.223
11. H 0.398
12. H 0.391

=====

Record 7
A cluster of 3 separate species, C3H4INO in total. Source: the Open Molecules 2025 dataset; level of theory: the ωB97M-V functional and the def2-TZVPD basis.

XYZ file:
```
10
Properties=species:S:1:pos:R:3
C 0.579 -0.932 -0.076
C -0.045 2.557 -0.474
C 1.522 0.126 -0.109
N -0.205 -1.757 0.082
O -0.827 2.874 0.301
I -3.647 -1.640 -0.164
H 1.036 1.072 -0.526
H 1.728 0.392 0.872
H 2.522 -0.151 -0.395
H -2.664 -2.541 0.489
```

The HOMO energy comes out at -0.3501 hartree. The energy above the lowest of the compared OMol25 structures with the same formula, charge and spin comes out at 0.9922 eV.

For reference, the natural (NBO) charges in units of e are:
1. C 0.302
2. C 0.515
3. C -0.757
4. N -0.354
5. O -0.470
6. I -0.098
7. H 0.249
8. H 0.252
9. H 0.261
10. H 0.101

=====

Record 8
A cluster of 2 separate species, C3H4INO in total. Source: the Open Molecules 2025 dataset; level of theory: the ωB97M-V functional and the def2-TZVPD basis.

XYZ file:
```
10
Properties=species:S:1:pos:R:3
C -0.036 -1.260 -0.041
C 1.231 -0.132 -0.175
C 0.169 0.871 0.253
N -0.716 -0.242 0.233
O -0.028 -2.454 -0.210
I -3.759 0.704 0.120
H 1.955 -0.362 0.533
H 1.349 -0.079 -1.196
H 0.088 1.538 1.078
H -0.252 1.415 -0.595
```

The HOMO energy (alpha / beta) comes out at -0.3274 / -0.3268 hartree. The energy above the lowest of the compared OMol25 structures with the same formula, charge and spin comes out at 4.0642 eV.

For reference, the natural (NBO) charges in units of e are:
1. C 0.649
2. C -0.332
3. C -0.259
4. N -0.273
5. O -0.506
6. I -0.210
7. H 0.245
8. H 0.243
9. H 0.233
10. H 0.210

=====

Record 9
An isolated molecule of C3H4INOS. Source: the Open Molecules 2025 dataset; level of theory: the ωB97M-V functional and the def2-TZVPD basis.

XYZ file:
```
11
Properties=species:S:1:pos:R:3
O 1.949 0.623 -1.225
C 0.939 0.447 -0.628
N 0.333 1.110 0.345
C -0.868 0.518 0.944
S -1.674 -0.589 -0.344
C -0.091 -1.105 -0.940
I 0.970 -2.687 0.141
H 0.647 2.002 0.673
H -0.412 -0.002 1.818
H -1.664 1.112 1.264
H -0.130 -1.431 -2.047
```

The HOMO energy comes out at -0.3277 hartree. The energy above the lowest of the compared OMol25 structures with the same formula, charge and spin comes out at 0.7403 eV.

For reference, the natural (NBO) charges in units of e are:
1. O -0.564
2. C 0.746
3. N -0.648
4. C -0.327
5. S 0.263
6. C -0.663
7. I 0.077
8. H 0.424
9. H 0.212
10. H 0.222
11. H 0.259

=====

Record 10
A cluster of 2 separate species, C3H4INS in total. Source: the Open Molecules 2025 dataset; level of theory: the ωB97M-V functional and the def2-TZVPD basis.

XYZ file:
```
10
Properties=species:S:1:pos:R:3
S 1.212 -2.290 -0.276
N 0.627 -1.043 0.580
C 1.135 0.109 0.936
I 2.974 0.651 0.237
H -0.286 -1.145 1.016
H 0.535 0.891 1.483
C -1.828 0.184 -0.841
C -1.339 1.241 -1.118
H -2.348 -0.587 -0.347
H -0.683 1.987 -1.670
```

The HOMO energy (alpha / beta) comes out at -0.2972 / -0.2972 hartree. The energy above the lowest of the compared OMol25 structures with the same formula, charge and spin comes out at 3.3922 eV.

For reference, the natural (NBO) charges in units of e are:
1. S -0.113
2. N -0.596
3. C -0.150
4. I 0.213
5. H 0.410
6. H 0.237
7. C -0.248
8. C -0.242
9. H 0.228
10. H 0.259

=====

- What is the formula in the tenth record?
  C3H4INS

=====

- Which of these has the lowest energy above the lowest of the compared OMol25 structures with the same formula, charge and spin?
  C3H4IN2OP

=====

- energy above the lowest of the compared OMol25 structures with the same formula, charge and spin of number 8 (C3H4INO)?
  4.0642 eV

=====

- What is the energy above the lowest of the compared OMol25 structures with the same formula, charge and spin in the eighth record?
  4.0642 eV